Entry 1:
DFT (ωB97M-V/def2-TZVPD) results for C47H35F3KN4O5S3Sb as an isolated structure.

ORCA input file:
```
! RIJCOSX wB97M-V def2-TZVPD def2/J DEFGRID3
* xyz -2 1
K -0.89 -0.29 -0.21
O 4.08 0.74 -2.55
C 3.38 1.14 -3.63
C 4.00 1.07 -4.88
C 3.32 1.46 -6.02
C 2.02 1.94 -5.93
C 1.41 2.01 -4.69
C 2.07 1.62 -3.53
C 1.41 1.72 -2.18
O 2.12 1.38 -1.16
N 0.18 2.16 -2.18
N -0.40 2.13 -0.91
C -1.18 3.11 -0.66
C -2.03 3.29 0.52
C -2.80 4.45 0.53
C -3.65 4.79 1.57
C -3.71 3.92 2.66
C -2.97 2.76 2.70
C -2.11 2.36 1.63
O -1.48 1.26 1.67
H 3.42 0.88 -1.79
H 5.01 0.69 -4.92
H 3.82 1.39 -6.99
H 1.48 2.24 -6.82
H 0.40 2.37 -4.59
H -1.24 3.91 -1.41
H -2.71 5.11 -0.33
H -4.23 5.70 1.54
H -4.36 4.16 3.50
H -3.04 2.09 3.55
C -0.54 -3.22 2.60
C -1.85 -2.51 2.55
N -2.23 -1.77 1.56
C -3.46 -1.21 1.81
C -4.03 -1.57 3.00
S -2.98 -2.62 3.85
C -4.08 -0.25 0.87
C -5.09 0.59 1.20
S -5.45 1.61 -0.13
C -4.22 0.84 -1.04
N -3.60 -0.11 -0.41
C -3.84 1.26 -2.42
H 0.27 -2.50 2.79
H -0.36 -3.70 1.64
H -0.52 -3.97 3.39
H -4.99 -1.27 3.38
H -5.57 0.71 2.16
H -4.64 1.79 -2.92
H -3.57 0.38 -3.01
H -2.96 1.91 -2.38
F 0.70 -2.03 7.15
C 1.00 -1.38 5.99
C 0.03 -0.62 5.38
C 0.35 0.03 4.19
C 1.62 -0.07 3.63
C 2.57 -0.87 4.28
C 2.27 -1.52 5.46
Sb 1.85 0.84 1.68
C 3.65 1.95 2.10
C 4.32 2.54 1.03
C 5.47 3.29 1.23
C 5.92 3.46 2.53
F 7.05 4.20 2.73
C 5.28 2.91 3.62
C 4.14 2.15 3.39
C 2.92 -0.86 0.92
C 2.20 -1.88 0.29
C 2.81 -2.99 -0.26
C 4.18 -3.08 -0.17
F 4.82 -4.15 -0.70
C 4.95 -2.10 0.44
C 4.30 -1.00 0.98
H -0.96 -0.56 5.81
H -0.42 0.60 3.67
H 3.55 -0.99 3.84
H 3.00 -2.15 5.97
H 3.95 2.41 0.02
H 6.00 3.74 0.41
H 5.67 3.07 4.61
H 3.63 1.71 4.24
H 1.11 -1.85 0.20
H 2.22 -3.75 -0.76
H 6.02 -2.21 0.48
H 4.90 -0.22 1.44
O -5.63 -2.91 -5.73
C -4.63 -3.83 -5.68
O -4.56 -4.65 -6.57
C -3.69 -3.74 -4.55
C -2.62 -4.64 -4.51
C -1.72 -4.62 -3.47
C -1.82 -3.70 -2.41
S -0.72 -3.70 -1.08
C -2.90 -2.79 -2.46
C -3.80 -2.81 -3.50
H -5.54 -2.31 -4.98
H -2.51 -5.36 -5.31
H -0.90 -5.33 -3.46
H -3.03 -2.09 -1.65
H -4.62 -2.09 -3.44
*
```

Computed properties:
- HOMO (Ha) = -0.087
- LUMO (eV) = 3.50
- M (u) = 1049.9

Entry 2:
DFT (ωB97M-V/def2-TZVPD) results for a 2-piece molecular cluster, C2H5N2O2 overall in a non-equilibrium geometry.

ORCA input file:
```
! RIJCOSX wB97M-V def2-TZVPD def2/J DEFGRID3
* xyz 1 1
C 2.98 0.32 0.26
C -3.08 0.05 0.10
N 1.26 -1.16 -0.40
N 2.00 -0.34 -0.12
O -1.90 -0.41 0.19
O -0.90 0.02 -0.71
H 2.87 1.44 0.10
H 3.98 -0.15 0.58
H -3.35 0.94 -0.40
H -3.76 -0.13 0.89
H -0.08 -0.57 -0.48
*
```

Computed properties:
- HOMO (Ha) = -0.476
- LUMO (eV) = -6.80
- M (u) = 89.1

Entry 3:
DFT (ωB97M-V/def2-TZVPD) results for C19H18N3STl as an isolated structure.

ORCA input file:
```
! RIJCOSX wB97M-V def2-TZVPD def2/J DEFGRID3
* xyz 2 1
Tl -1.73 -0.11 1.12
C -2.22 1.17 4.99
C -1.84 1.71 3.64
C -0.51 1.75 3.22
C -0.15 2.32 2.00
C -1.13 2.84 1.16
C -2.47 2.80 1.56
C -2.81 2.23 2.78
H -2.41 1.99 5.68
H -1.42 0.56 5.42
H -3.13 0.57 4.94
H 0.26 1.38 3.89
H 0.89 2.38 1.72
H -0.85 3.31 0.22
H -3.23 3.24 0.93
H -3.85 2.23 3.09
S 0.47 -4.00 -0.04
C 1.03 -3.34 1.45
C 1.40 -2.03 1.35
C 1.27 -1.62 0.00
C 0.82 -2.56 -0.87
C 0.67 -0.47 -1.95
C 1.39 -0.19 -3.28
C 0.37 -0.04 -4.35
C -0.89 0.25 -4.04
C -1.28 0.45 -2.63
N -0.57 0.17 -1.62
H 1.03 -3.96 2.33
H 1.77 -1.44 2.17
H 2.14 0.60 -3.32
H 0.69 -0.09 -5.39
H -1.64 0.43 -4.81
H -2.25 0.91 -2.45
N 3.13 -1.43 -2.21
C 2.00 -1.61 -3.11
C 0.70 -1.99 -2.23
N 1.62 -0.37 -0.76
C 2.88 -0.85 -1.08
H 4.02 -1.88 -2.36
H 2.27 -2.21 -3.97
H -0.09 -2.36 -2.88
H 3.67 -0.76 -0.33
*
```

Computed properties:
- HOMO (Ha) = -0.556
- LUMO (eV) = -6.60
- M (u) = 524.8

Entry 4:
DFT (ωB97M-V/def2-TZVPD) results for the molecule C6H12O in a non-equilibrium geometry.

ORCA input file:
```
! RIJCOSX wB97M-V def2-TZVPD def2/J DEFGRID3
* xyz 0 1
C 2.00 -0.26 0.99
C 1.37 -0.53 -0.38
C 0.34 0.55 -0.72
C -0.77 0.25 -1.66
C -1.18 0.47 -0.23
C -1.41 -0.49 0.92
O -1.84 1.68 0.11
H 2.66 -1.06 1.33
H 1.24 -0.12 1.76
H 2.59 0.67 0.95
H 0.92 -1.53 -0.38
H 2.16 -0.56 -1.15
H 0.79 1.55 -0.74
H -0.82 -0.74 -2.12
H -1.04 1.10 -2.29
H -2.46 -0.63 1.19
H -0.92 -0.01 1.78
H -0.95 -1.46 0.75
H -2.73 1.68 -0.27
*
```

Computed properties:
- HOMO (Ha) = -0.335
- LUMO (eV) = 1.03
- M (u) = 100.2

Entry 5:
DFT (ωB97M-V/def2-TZVPD) results for a 6-piece molecular cluster, C32H36F4O4S2 overall in a non-equilibrium geometry.

ORCA input file:
```
! RIJCOSX wB97M-V def2-TZVPD def2/J DEFGRID3
* xyz 0 1
O -10.42 18.38 7.70
S -9.92 19.48 6.87
O -8.55 19.89 6.89
C -10.22 19.00 5.23
C -11.57 19.85 4.99
C -11.52 21.12 5.95
C -10.92 20.82 7.11
H -10.46 17.92 5.20
H -9.21 19.19 4.55
H -11.58 20.11 3.85
H -12.47 19.24 5.25
H -12.45 21.52 6.16
H -10.89 21.87 5.34
H -11.50 20.66 8.06
H -10.20 21.50 7.57
O -3.47 24.32 -1.96
S -3.74 25.60 -1.57
O -2.87 26.69 -1.91
C -5.34 25.98 -2.05
C -5.92 26.83 -0.87
C -5.36 26.32 0.36
C -4.01 25.78 0.20
H -6.04 25.06 -1.89
H -5.41 26.30 -3.13
H -5.80 27.71 -1.22
H -6.84 26.95 -0.97
H -5.97 25.37 0.81
H -5.41 27.12 1.24
H -4.02 24.92 0.86
H -3.24 26.54 0.51
F -6.81 14.89 2.96
C -6.77 16.15 2.77
C -6.29 16.65 1.51
C -6.27 18.01 1.26
C -6.67 19.03 2.30
C -6.96 18.53 3.58
C -6.96 17.10 3.86
H -5.96 15.87 0.62
H -5.86 18.27 0.24
H -6.62 20.04 1.98
H -7.33 19.22 4.38
H -7.22 16.74 4.67
F -9.94 24.01 3.80
C -8.64 23.51 3.88
C -8.07 23.03 5.10
C -6.83 22.57 5.06
C -6.15 22.38 3.78
C -6.89 22.65 2.60
C -8.02 23.30 2.62
H -8.71 23.18 5.89
H -6.41 22.14 5.90
H -5.07 22.12 3.74
H -6.49 22.58 1.61
H -8.53 23.59 1.74
F -7.11 28.74 4.40
C -8.02 28.26 5.31
C -8.53 26.97 5.30
C -9.35 26.48 6.38
C -9.75 27.35 7.43
C -9.44 28.67 7.36
C -8.45 29.06 6.41
H -7.95 26.23 4.49
H -9.64 25.40 6.53
H -10.39 26.98 8.14
H -10.01 29.29 7.98
H -8.15 30.27 6.32
F -5.24 27.43 6.43
C -4.01 26.80 5.99
C -3.85 25.42 5.85
C -2.56 24.99 5.43
C -1.53 25.87 5.27
C -1.61 27.16 5.49
C -2.96 27.67 5.81
H -4.84 24.63 5.97
H -2.46 24.08 5.27
H -0.52 25.36 4.96
H -0.71 27.72 5.49
H -3.18 28.77 5.93
*
```

Computed properties:
- HOMO (Ha) = -0.332
- LUMO (eV) = 0.26
- M (u) = 624.8